--- P ---
{"formula": "C17H19N", "method": "the ωB97M-V functional and the def2-TZVPD basis", "charge": 0, "orbital_gap_ha": 0.325, "symbols": ["C", "C", "C", "C", "C", "C", "C", "C", "C", "C", "N", "H", "H", "H", "H", "H", "H", "H", "H", "H", "H", "H", "C", "C", "C", "C", "C", "C", "C", "H", "H", "H", "H", "H", "H", "H", "H"], "xyz": [[1.3002, -2.0840, -0.0823], [0.1018, -2.9227, -0.5330], [1.2376, -1.5211, 1.3350], [2.2074, -1.1717, 2.2150], [0.0635, -0.6713, 1.7087], [0.4886, 0.1402, 2.7680], [-1.1761, -0.4774, 1.0812], [-0.3730, 1.0734, 3.3969], [-1.8464, 0.6100, 1.5854], [-1.5950, 1.2813, 2.7759], [1.7874, -0.1899, 3.1000], [2.2051, -2.6878, -0.1322], [1.2465, -1.1285, -0.6059], [0.0221, -2.8740, -1.6182], [3.2044, -1.5868, 2.1987], [2.0228, -0.1813, 4.0681], [-1.6353, -1.0745, 0.3153], [0.1632, 1.5829, 4.1872], [-2.8095, 0.9179, 1.1761], [-2.2261, 2.0068, 3.2617], [-0.8460, -2.6239, -0.1047], [0.2538, -3.9863, -0.3340], [1.6628, 1.8649, -1.1954], [-2.0646, 1.2057, -1.7774], [-2.0454, 0.6038, -3.0293], [-0.8803, 1.6318, -1.1922], [0.3543, 1.3887, -1.7731], [-0.8064, 0.2830, -3.5654], [0.3894, 0.6347, -2.9503], [-3.0111, 1.5407, -1.4168], [-2.9217, 0.3723, -3.6181], [-0.9744, 2.1618, -0.2559], [-0.7451, -0.1638, -4.5511], [2.0809, 1.0574, -0.5844], [1.5515, 2.7049, -0.5142], [1.2965, 0.1732, -3.3168], [2.3167, 2.1097, -2.0225]]}

***

--- Q ---
{"formula": "C17H19N", "method": "the ωB97M-V functional and the def2-TZVPD basis", "charge": 0, "orbital_gap_ha": 0.311, "symbols": ["C", "C", "C", "C", "C", "C", "C", "C", "H", "H", "H", "H", "H", "H", "H", "H", "H", "H", "C", "C", "C", "C", "C", "C", "C", "C", "C", "N", "H", "H", "H", "H", "H", "H", "H", "H", "H"], "xyz": [[3.4027, -1.5115, -2.3311], [4.0868, -2.8519, -2.0245], [3.6308, -0.4793, -1.2495], [4.9079, 0.0951, -1.1680], [2.6016, 0.0973, -0.5418], [5.1171, 1.0456, -0.1870], [2.8252, 1.0950, 0.4132], [4.1083, 1.5666, 0.6057], [3.6231, -1.0792, -3.3083], [2.3386, -1.7449, -2.3855], [4.0997, -3.4324, -2.9451], [5.6327, -0.0246, -1.9491], [1.5790, -0.1624, -0.7880], [6.1344, 1.4056, -0.0571], [1.9655, 1.5196, 0.9038], [4.2747, 2.3437, 1.3241], [3.4576, -3.4186, -1.3375], [4.9909, -2.7552, -1.4246], [-4.6924, -1.9195, 0.0909], [-3.2672, 1.4673, 0.6152], [-3.6422, 0.2244, 1.1553], [-3.9742, -0.6134, 0.0288], [-3.7931, 0.1383, -1.0796], [-2.9420, 2.5476, 1.4303], [-2.7987, 2.3154, 2.7900], [-3.0396, 1.0579, 3.3296], [-3.3624, -0.0028, 2.5001], [-3.4314, 1.4121, -0.7401], [-2.7665, 3.5281, 1.0390], [-2.7103, 3.2133, 3.3898], [-3.1870, 2.0849, -1.4390], [-3.0746, 0.8866, 4.3986], [-3.7764, -0.1942, -2.1065], [-3.5466, -0.9952, 2.8975], [-5.5821, -1.9186, -0.5506], [-5.0119, -2.1911, 1.0885], [-4.1781, -2.7495, -0.3874]]}

***

In terms of stability, Q leads; the second structure lies 35.9 kJ/mol higher.

***

--- P ---
{"formula": "C6H24N2O4", "method": "the ωB97M-V functional and the def2-TZVPD basis", "charge": 0, "orbital_gap_ha": 0.318, "symbols": ["N", "C", "C", "C", "C", "C", "N", "C", "H", "H", "H", "H", "H", "H", "H", "H", "H", "H", "H", "H", "H", "H", "H", "H", "H", "H", "O", "H", "H", "O", "H", "H", "O", "H", "H", "O"], "xyz": [[1.3593, -1.6970, -0.7751], [1.8823, -0.2722, -0.6731], [1.5529, 0.5148, -1.9938], [0.1744, 1.1461, -2.2981], [-0.7645, 0.2055, -3.0165], [1.2547, 0.4881, 0.5147], [1.3213, -0.0848, 1.8355], [2.6689, -0.4460, 2.3724], [1.7348, -2.3052, -0.0512], [0.3370, -1.6588, -0.6518], [3.0073, -0.4038, -0.5986], [2.2951, 1.3518, -1.8653], [2.0027, -0.0042, -2.8404], [0.3889, 1.9939, -2.9593], [-0.1718, 1.6661, -1.4100], [-0.9472, -0.6524, -2.2714], [-0.2971, -0.2648, -3.8918], [-1.8610, 0.7068, -3.1593], [1.6911, 1.5525, 0.4161], [0.1723, 0.5959, 0.3722], [0.6829, -0.8709, 2.0190], [3.2093, -1.1964, 1.7812], [3.1263, 0.5017, 2.4029], [2.4691, -0.8205, 3.3556], [-3.1396, 1.4951, 1.2054], [-2.0629, 2.5046, 0.9069], [-2.8183, 2.3803, 1.4792], [-2.5685, -2.8099, 1.8383], [-2.0577, -2.0779, 0.6169], [-2.0452, -2.0746, 1.5795], [-1.3755, 2.2921, 2.5764], [-0.2211, 1.3715, 2.9159], [-0.9551, 1.9594, 3.3998], [-3.4647, -0.9106, -1.1758], [-3.5330, -2.4714, -1.0944], [-3.0475, -1.7049, -0.8619]]}

***

--- Q ---
{"formula": "C6H24N2O4", "method": "the ωB97M-V functional and the def2-TZVPD basis", "charge": 0, "orbital_gap_ha": 0.306, "symbols": ["C", "N", "C", "C", "C", "C", "N", "C", "H", "H", "H", "H", "H", "H", "H", "H", "H", "H", "H", "H", "H", "H", "H", "H", "H", "H", "O", "H", "H", "O", "H", "H", "O", "H", "H", "O"], "xyz": [[2.8676, 0.0178, 0.2570], [1.6467, 0.7984, -0.1895], [-1.8830, 1.6638, 1.3056], [-0.3537, 1.4987, 1.2522], [0.2905, 0.5104, 0.2615], [-0.6127, 0.2355, -0.9753], [-0.3671, -1.1975, -1.2548], [0.1537, -1.5972, -2.5464], [2.8731, -0.6892, -0.5746], [3.6362, 0.7186, 0.5477], [2.6475, -0.6699, 1.0829], [1.9278, 1.7610, -0.0758], [-2.1913, 2.5384, 1.8772], [-2.2831, 1.7501, 0.3040], [-2.2444, 0.7997, 1.8653], [0.0803, 2.4762, 1.0100], [0.0052, 1.2654, 2.2542], [0.4778, -0.4440, 0.7613], [-0.3095, 0.9686, -1.7255], [-1.6413, 0.4453, -0.7162], [-1.2744, -1.6055, -1.0687], [0.5300, -2.6131, -2.4196], [0.9968, -0.9600, -2.8227], [-0.4944, -1.5654, -3.4363], [-3.1736, -2.9788, -0.5309], [-3.5673, -2.4983, -1.9839], [-3.0818, -3.1466, -1.4731], [1.0485, 0.1311, 3.6070], [1.6822, 1.4602, 3.0218], [1.8216, 0.6937, 3.5745], [2.8859, 2.1631, -2.1895], [1.4743, 1.9302, -2.7765], [2.3503, 2.2614, -2.9797], [-2.2549, -1.5052, 2.7283], [-1.7338, -2.7623, 2.1368], [-1.9298, -1.8545, 1.8918]]}

***

In terms of stability, P leads; the second structure lies 46.9 kJ/mol higher.